Record 1
C3H11O3 | ωB97M-V/def2-TZVPD

Structure (ORCA input):
```
! wB97M-V def2-TZVPD RIJCOSX def2/J DEFGRID3
* xyz -1 1
C -0.241 0.026 0.237
O 0.200 -0.963 1.061
C 0.877 0.692 -0.581
C 0.653 2.199 -0.788
H -0.740 0.852 0.795
H -1.030 -0.255 -0.511
H 1.025 0.265 -1.582
H 1.860 0.590 -0.142
H -0.312 2.479 -1.172
H 1.378 2.599 -1.505
H 0.774 2.773 0.133
H 0.417 -2.660 -1.364
H 0.572 -2.095 0.144
O 0.896 -2.811 -0.547
H -1.788 -1.641 2.481
H -2.004 -0.815 1.318
O -2.537 -1.236 2.023
*
```

Results
LUMO	4.006	eV
HOMO level	-3.74	eV
energy above the lowest of the compared OMol25 structures with the same formula, charge and spin	48.6	kJ/mol
gap between HOMO and LUMO	7.7	eV

Record 2
C3H11O4S | ωB97M-V/def2-TZVPD

Structure (ORCA input):
```
! wB97M-V def2-TZVPD RIJCOSX def2/J DEFGRID3
* xyz -1 1
O -1.377 -0.519 2.096
C -0.755 0.269 1.434
C -1.319 1.316 0.537
C -1.529 0.816 -0.890
S -0.001 0.269 -1.717
H 0.354 0.250 1.446
H -2.282 1.652 0.945
H -0.673 2.191 0.534
H -2.304 0.052 -0.850
H -1.935 1.651 -1.453
H 2.608 1.678 -0.114
H 2.320 2.228 -1.442
O 2.837 2.446 -0.654
H 1.552 -1.361 0.891
H 1.886 -2.741 0.703
O 2.316 -1.940 1.042
H -0.164 -2.117 -1.082
H -1.054 -3.097 -0.324
O -0.481 -3.043 -1.102
*
```

Results
LUMO	3.581	eV
HOMO level	-3.63	eV
energy above the lowest of the compared OMol25 structures with the same formula, charge and spin	41.6	kJ/mol
gap between HOMO and LUMO	7.2	eV

Record 3
C3H11O4S | ωB97M-V/def2-TZVPD

Structure (ORCA input):
```
! wB97M-V def2-TZVPD RIJCOSX def2/J DEFGRID3
* xyz -1 1
O 0.850 1.346 1.136
C -0.150 0.806 0.741
C -0.453 0.084 -0.546
C 0.049 -1.416 -0.692
S 0.989 -2.128 -2.157
H -0.978 0.638 1.438
H -1.604 -0.114 -0.584
H -0.233 0.747 -1.406
H 0.867 -1.522 -0.006
H -0.752 -2.005 -0.296
H 3.543 -1.234 0.647
H 2.517 -2.292 0.327
O 3.263 -2.113 0.912
H -3.368 0.867 3.473
H -2.753 2.050 2.820
O -3.621 1.564 2.836
H -0.566 2.932 -0.911
H -2.022 2.921 -1.105
O -1.358 3.523 -0.747
*
```

Results
LUMO	2.809	eV
HOMO level	-3.01	eV
energy above the lowest of the compared OMol25 structures with the same formula, charge and spin	198.7	kJ/mol
gap between HOMO and LUMO	5.8	eV

Record 4
C3H12AlO7P | ωB97M-V/def2-TZVPD

Structure (ORCA input):
```
! wB97M-V def2-TZVPD RIJCOSX def2/J DEFGRID3
* xyz -1 2
Al 0.442 0.708 -0.349
P -1.805 0.500 1.999
O -2.319 0.299 0.512
O -0.670 -0.591 1.941
O -2.838 0.108 3.087
O -0.938 1.741 1.964
C -0.939 -3.382 -0.297
O -0.819 -1.990 -0.239
H -1.026 -3.723 -1.329
H -0.135 -3.853 0.269
H -1.862 -3.415 0.281
H -1.055 -1.773 0.666
C 2.097 -2.326 -1.942
O 1.660 -1.025 -2.231
H 1.534 -3.135 -2.407
H 3.164 -2.419 -2.144
H 2.104 -2.599 -0.887
H 1.712 -0.936 -3.185
C 0.440 4.953 0.650
O 0.273 3.566 0.495
H 1.500 5.199 0.698
H -0.019 5.566 -0.125
H -0.042 5.307 1.562
H -0.459 3.220 1.010
*
```

Results
LUMO (alpha / beta)	2.510 / 2.512	eV
HOMO level (alpha / beta)	-4.57 / -4.33	eV
expectation value of S²	0.76
gap between HOMO and LUMO (alpha / beta)	7.1 / 6.8	eV

Record 5
C3H12Cl2O3Ti | ωB97M-V/def2-TZVPD

Structure (ORCA input):
```
! wB97M-V def2-TZVPD RIJCOSX def2/J DEFGRID3
* xyz -1 4
Ti -0.840 -0.802 -0.523
Cl 0.544 -2.925 -1.266
Cl -3.074 -0.302 -2.074
C 1.326 1.330 1.240
O 0.782 -0.001 1.256
H 1.886 1.617 2.130
H 2.019 1.366 0.399
H 0.582 2.122 1.168
H 1.601 -0.500 1.199
C -2.492 -1.115 2.230
O -2.230 -2.220 1.311
H -1.670 -0.804 2.875
H -2.672 -0.222 1.632
H -3.386 -1.406 2.782
H -1.400 -2.689 1.422
C 1.774 0.923 -2.783
O 0.569 1.168 -1.978
H 2.089 -0.111 -2.644
H 1.514 1.125 -3.822
H 2.740 1.348 -2.508
H 0.340 2.098 -2.048
*
```

Results
LUMO (alpha / beta)	3.076 / 2.818	eV
HOMO level (alpha / beta)	-0.61 / -5.15	eV
expectation value of S²	3.75
gap between HOMO and LUMO (alpha / beta)	3.7 / 8.0	eV

Record 6
C3H12ClCuN6O3 | ωB97M-V/def2-TZVPD

Structure (ORCA input):
```
! wB97M-V def2-TZVPD RIJCOSX def2/J DEFGRID3
* xyz 1 2
Cu 2.793 1.883 0.278
Cl 1.100 -0.179 0.331
C -2.768 2.396 0.202
O -2.736 2.837 -0.927
N -1.776 1.784 0.791
N -3.790 2.579 1.052
H -1.090 1.321 0.212
H -2.078 1.251 1.594
H -4.687 2.746 0.618
H -3.882 2.121 1.947
C 0.988 -1.008 -4.283
O 0.417 -2.064 -4.240
N 1.272 -0.341 -3.227
N 1.167 -0.468 -5.452
H 1.173 -0.739 -2.304
H 1.093 0.625 -3.461
H 1.060 -1.078 -6.250
H 1.822 0.301 -5.457
C 1.224 -1.937 4.119
O 1.123 -2.332 5.264
N 1.058 -0.709 3.728
N 1.462 -2.647 3.052
H 1.041 -0.488 2.743
H 0.908 0.010 4.421
H 1.316 -2.263 2.129
H 1.789 -3.600 3.117
*
```

Results
LUMO (alpha / beta)	-5.468 / -9.203	eV
HOMO level (alpha / beta)	-11.24 / -11.24	eV
energy above the lowest of the compared OMol25 structures with the same formula, charge and spin	300.1	kJ/mol
expectation value of S²	0.75
gap between HOMO and LUMO (alpha / beta)	5.8 / 2.0	eV